[1]
{"formula": "C4H6S2", "method": "ωB97M-V/def2-TZVPD", "total_energy_ev": -25909.38133, "e_above_lowest_kcal_mol": 136.3, "e_lumo_ev": -0.9, "elements": ["C", "C", "C", "C", "H", "H", "H", "H", "H", "H", "S", "S"], "positions_angstrom": [[2.31179, -0.23927, 0.06847], [-0.26691, 0.45693, -0.09583], [-1.58088, 0.38628, -0.19702], [-2.28550, -0.61727, 0.30737], [2.68884, -0.29718, 1.38863], [2.15446, 1.20490, -0.27802], [3.36350, -0.94288, -0.66449], [-2.20022, 1.02849, -1.04679], [-1.84966, -1.41369, 0.83911], [-3.42247, -0.47104, -0.22860], [0.70247, -1.04961, -0.14403], [0.38457, 1.95435, 0.05119]]}

[2]
{"formula": "C4H6S3", "method": "ωB97M-V/def2-TZVPD", "total_energy_ev": -36749.43578, "e_above_lowest_kcal_mol": 19.0, "e_lumo_ev": -0.2, "smiles": "S=C(S)[C@H]1C[C@@H]1S", "elements": ["S", "C", "S", "C", "C", "C", "S", "H", "H", "H", "H", "H", "H"], "positions_angstrom": [[1.80708, 1.92792, -0.18820], [1.51808, 0.33341, -0.32315], [2.87761, -0.75725, -0.34342], [0.15629, -0.29879, -0.26519], [-0.42997, -0.15917, 1.22674], [-1.09307, 0.54652, 0.04929], [-2.80801, 0.14956, -0.48122], [2.18750, -1.87718, -0.58606], [0.05889, -1.21568, -0.84774], [0.12754, 0.41409, 1.94101], [-0.93735, -1.06001, 1.50539], [-0.87968, 1.56735, 0.05302], [-2.58493, 0.42923, -1.74047]]}

[3]
{"formula": "C4H6Si2", "method": "ωB97M-V/def2-TZVPD", "total_energy_ev": -19994.42101, "e_above_lowest_kcal_mol": 36.1, "e_lumo_ev": -0.3, "smiles": "C#C[SiH2]C1=C[SiH2]1", "elements": ["C", "C", "Si", "C", "C", "Si", "H", "H", "H", "H", "H", "H"], "positions_angstrom": [[4.26684, -0.26590, -0.01000], [3.11635, -0.04877, 0.13552], [1.13687, 0.21918, 0.04536], [-0.73681, -0.43180, -0.05962], [-1.65777, -1.34328, 0.31185], [-2.58913, 0.24690, -0.00444], [5.27730, -0.70019, 0.06813], [0.80882, 1.41428, 0.92994], [0.97896, 0.60729, -1.35244], [-1.45949, -2.44159, 0.58264], [-3.45008, 0.54512, -1.12371], [-2.83206, 1.12903, 1.15783]]}